Entry from the Open Molecules 2025 dataset: a molecular structure, C3H7N3O (the ωB97M-V functional and the def2-TZVPD basis).

## Properties
HOMO-LUMO gap	0.3680	Eh
energy above the lowest of the compared OMol25 structures with the same formula, charge and spin	257.61	kJ/mol

Element x y z (Å)
C 1.643 -0.340 -0.921
N 0.483 -0.315 -0.071
C -1.241 0.374 -0.037
N -1.067 1.710 0.025
C 0.370 -0.899 1.097
N -2.245 -0.253 -0.418
O -0.726 -0.727 1.705
H -0.209 2.010 0.459
H -1.900 2.205 0.317
H -2.292 -1.205 -0.066
H 1.186 -1.502 1.514
H 2.388 0.441 -0.744
H 1.394 -0.222 -1.981
H 2.214 -1.276 -0.878

Löwdin atomic charge list, values in e, 4 entries: -0.101 -0.038 -0.394 0.141

Entry from the Open Molecules 2025 dataset: 2 unconnected molecules or ions with the total composition C9H14O (the ωB97M-V functional and the def2-TZVPD basis).

## Properties
HOMO-LUMO gap	0.3441	Eh
energy above the lowest of the compared OMol25 structures with the same formula, charge and spin	74.08	kJ/mol
SMILES	Cc1ccc(O)cc1.CC

Element x y z (Å)
C 0.841 1.005 1.954
C -0.023 0.867 0.732
C 0.517 0.434 -0.460
C -0.241 0.492 -1.630
C -1.516 1.007 -1.576
O -2.280 1.045 -2.727
C -2.099 1.409 -0.395
C -1.359 1.272 0.759
H 1.632 1.747 1.850
H 1.267 0.075 2.317
H 0.268 1.318 2.791
H 1.552 0.125 -0.536
H 0.194 0.163 -2.562
H -2.037 0.296 -3.286
H -3.094 1.824 -0.441
H -1.731 1.747 1.656
C 1.995 -2.449 1.683
C 2.865 -3.599 1.057
H 1.327 -2.741 2.484
H 2.551 -1.574 2.010
H 1.521 -2.161 0.745
H 2.767 -3.536 -0.028
H 3.932 -3.558 1.238
H 2.364 -4.537 1.281

Löwdin atomic charge list, values in e, 4 entries: -0.047 -0.278 -0.053 -0.022

Entry from the Open Molecules 2025 dataset: 5 unconnected molecules or ions with the total composition C36H64BClIN2O16P2S4 (the ωB97M-V functional and the def2-TZVPD basis).

## Properties
HOMO-LUMO gap	0.2178	Eh
charge	+1

Element x y z (Å)
C 2.622 -1.283 5.379
C 3.730 -1.662 4.461
C 4.608 -0.558 3.609
O 5.157 0.445 4.301
O 4.793 -0.564 2.149
C 5.223 -1.880 1.649
C 4.214 -2.357 0.424
C 3.214 -3.594 0.819
C 1.915 -3.181 1.728
C 1.283 -1.682 1.335
C -0.223 -1.501 1.941
C -1.135 -0.327 1.292
N -2.485 -0.467 1.640
P -3.198 -1.378 3.035
P -4.299 -3.152 2.341
O -3.769 -3.625 0.930
O -6.007 -2.694 2.248
O -4.175 -4.341 3.613
C -3.299 0.345 0.610
C -4.809 -0.178 0.227
C -6.002 0.500 1.159
O -7.181 0.727 0.569
Cl -5.822 1.013 2.932
C -2.244 0.693 -0.642
B -2.229 -0.546 -1.710
C -1.164 -1.789 -1.803
O -3.346 -0.564 -2.721
C -0.908 0.952 0.323
C 0.348 1.071 -0.708
C 1.608 1.989 -0.204
C 2.027 1.819 1.367
I 1.397 4.144 -0.720
O -1.182 2.332 0.791
C -1.192 2.436 2.257
N -1.027 2.399 3.545
H 2.282 -0.152 5.387
H 2.093 -2.124 6.006
H 4.006 -2.805 4.261
H 6.291 -1.707 1.144
H 5.389 -2.695 2.473
H 4.938 -2.777 -0.428
H 3.693 -1.418 -0.040
H 3.889 -4.413 1.354
H 2.844 -4.111 -0.186
H 1.044 -3.951 1.459
H 2.091 -3.282 2.881
H 1.977 -0.912 1.922
H 1.382 -1.610 0.172
H -0.800 -2.531 1.737
H -0.193 -1.364 3.096
H -2.153 -1.879 3.912
H -6.173 -1.857 2.780
H -3.957 -3.891 4.503
H -3.544 1.310 1.257
H -4.897 -1.360 0.150
H -5.022 0.215 -0.880
H -2.551 1.624 -1.292
H -0.302 -1.521 -2.571
H -0.647 -2.092 -0.800
H -1.675 -2.769 -2.243
H -3.748 -1.492 -2.576
H 0.792 0.059 -1.091
H -0.079 1.616 -1.682
H 2.552 1.630 -0.841
H 3.131 1.383 1.489
H 2.066 2.901 1.833
H 1.296 1.183 2.022
C -9.642 -1.421 -1.504
C -9.561 0.104 -1.486
C -9.698 0.588 -2.928
S -10.667 -0.648 -3.780
O -9.832 -1.277 -4.782
O -11.972 -0.100 -4.091
C -10.826 -1.761 -2.398
H -9.767 -1.834 -0.498
H -8.720 -1.836 -1.929
H -10.384 0.506 -0.882
H -8.625 0.454 -1.039
H -10.210 1.552 -2.982
H -8.725 0.655 -3.422
H -10.818 -2.794 -2.747
H -11.773 -1.539 -1.897
C 7.167 2.554 2.658
C 7.248 4.079 2.676
C 7.111 4.563 1.234
S 6.143 3.328 0.382
O 6.977 2.698 -0.620
O 4.837 3.875 0.071
C 5.983 2.215 1.764
H 7.043 2.142 3.663
H 8.089 2.140 2.233
H 6.425 4.481 3.280
H 8.184 4.430 3.123
H 6.599 5.527 1.180
H 8.085 4.631 0.740
H 5.991 1.181 1.415
H 5.036 2.436 2.265
C 13.029 5.226 2.902
C 13.287 5.843 1.528
C 11.999 5.714 0.718
S 10.662 5.704 1.904
O 10.021 4.407 1.864
O 9.916 6.942 1.792
C 11.689 5.782 3.358
H 13.827 5.467 3.611
H 12.973 4.135 2.812
H 13.544 6.903 1.647
H 14.125 5.358 1.017
H 11.869 6.555 0.032
H 11.967 4.772 0.164
H 11.236 5.204 4.166
H 11.776 6.832 3.650
C -9.180 -3.657 -7.096
C -9.429 -5.139 -6.821
C -8.172 -5.900 -7.238
S -6.811 -4.758 -7.051
O -6.261 -4.479 -8.361
O -5.985 -5.178 -5.937
C -7.794 -3.361 -6.543
H -9.942 -3.024 -6.631
H -9.201 -3.473 -8.177
H -9.610 -5.286 -5.749
H -10.310 -5.508 -7.356
H -8.002 -6.775 -6.605
H -8.218 -6.204 -8.288
H -7.363 -2.439 -6.935
H -7.803 -3.339 -5.449

Löwdin atomic charge list, values in e, 4 entries: 0.014 -0.065 -0.253 0.012

Entry from the Open Molecules 2025 dataset: a single C4H9N3O molecule (the ωB97M-V functional and the def2-TZVPD basis).

## Properties
HOMO-LUMO gap	0.3338	Eh
energy above the lowest of the compared OMol25 structures with the same formula, charge and spin	408.92	kJ/mol
SMILES	C/N=C/N(O)/C=N/C

Element x y z (Å)
C -2.732 1.291 0.285
N -1.418 0.689 0.214
C -1.012 -0.266 0.968
N 0.171 -0.904 0.857
O 0.322 -2.027 1.642
C 1.120 -0.873 -0.122
N 1.250 0.027 -0.975
C 2.391 0.317 -1.808
H -3.647 0.637 0.255
H -2.833 1.908 1.236
H -2.736 2.048 -0.515
H -1.571 -0.711 1.712
H 0.851 -1.767 2.418
H 1.828 -1.655 0.003
H 3.130 -0.514 -1.766
H 2.813 1.299 -1.535
H 2.075 0.500 -2.871

Löwdin atomic charge list, values in e, 4 entries: -0.162 -0.008 -0.176 -0.137

Entry from the Open Molecules 2025 dataset: a molecular structure, C26H68N6O19P4Sn2 (the ωB97M-V functional and the def2-TZVPD basis).

## Properties
HOMO-LUMO gap	0.2302	Eh

Element x y z (Å)
Sn 2.060 -3.205 -2.392
Sn 0.477 0.319 0.311
C 2.254 -0.345 -1.992
O 2.141 0.518 -0.785
O 3.079 -0.243 -2.916
O 1.439 -1.297 -1.917
C 3.899 -4.475 3.083
O 4.910 -4.328 2.459
O 4.011 -2.615 -2.369
O 2.994 -4.988 3.630
C 6.592 -1.872 0.903
O 7.624 -1.088 0.332
P 7.545 0.431 0.766
O 8.656 1.214 0.272
O 6.090 0.933 0.281
C 5.640 0.750 -1.086
O 7.456 0.321 2.310
C 8.209 1.345 3.065
H 6.352 -2.729 0.235
H 5.649 -1.361 1.049
H 6.881 -2.310 1.875
H 5.565 -0.317 -1.313
H 6.444 1.081 -1.774
H 4.698 1.235 -1.301
H 7.989 1.220 4.101
H 7.991 2.375 2.828
H 9.285 1.183 2.876
C -5.094 -2.434 4.286
O -4.033 -2.220 3.406
P -2.602 -2.807 3.367
O -1.938 -2.578 2.077
O -1.794 -2.312 4.645
C -0.439 -2.618 4.993
O -2.696 -4.339 3.568
C -3.126 -5.222 2.531
H -4.995 -3.308 4.959
H -5.990 -2.428 3.733
H -5.084 -1.521 4.902
H -0.408 -2.621 6.094
H 0.226 -1.790 4.659
H -0.086 -3.540 4.528
H -3.160 -6.229 2.891
H -2.435 -5.177 1.698
H -4.147 -5.018 2.171
O -0.167 2.245 -0.430
P -0.508 3.302 -1.469
N 0.581 4.516 -1.455
C 0.151 5.829 -1.744
C 2.058 4.210 -1.435
N -1.981 3.943 -0.965
C -3.154 3.937 -1.838
C -2.108 4.889 0.138
N -0.536 2.584 -2.973
C -0.379 3.382 -4.182
C -0.791 1.179 -3.164
H -0.836 5.881 -2.233
H 0.826 6.418 -2.380
H -0.078 6.420 -0.788
H 2.479 5.041 -0.870
H 2.497 4.096 -2.442
H 2.159 3.249 -0.976
H -3.216 4.703 -2.601
H -3.270 2.979 -2.306
H -3.963 4.004 -1.129
H -2.388 5.854 -0.259
H -2.939 4.620 0.773
H -1.234 5.023 0.823
H -0.363 4.467 -4.008
H 0.527 3.054 -4.701
H -1.214 3.210 -4.832
H -1.213 0.629 -2.298
H 0.084 0.670 -3.603
H -1.570 1.208 -3.936
O -2.977 -0.512 -1.533
P -3.489 -1.415 -2.560
N -2.442 -2.472 -3.389
C -2.214 -3.865 -3.015
C -1.392 -1.967 -4.273
N -4.035 -0.538 -3.900
C -4.608 -0.985 -5.165
C -4.764 0.668 -3.515
N -4.680 -2.370 -1.866
C -5.633 -3.233 -2.451
C -4.417 -2.609 -0.423
H -1.464 -4.088 -2.270
H -1.867 -4.413 -3.899
H -3.167 -4.287 -2.696
H -1.459 -2.600 -5.176
H -0.398 -1.910 -3.841
H -1.579 -0.977 -4.639
H -5.700 -0.951 -5.152
H -4.211 -0.318 -5.968
H -4.282 -1.982 -5.475
H -5.395 0.476 -2.643
H -4.077 1.450 -3.219
H -5.351 1.113 -4.331
H -6.543 -3.200 -1.802
H -5.810 -2.879 -3.475
H -5.342 -4.277 -2.458
H -5.401 -2.794 0.081
H -3.828 -1.798 -0.010
H -3.821 -3.499 -0.356
C -2.371 0.954 1.825
O -1.106 0.801 2.447
C -0.455 1.969 2.768
C 1.095 1.740 2.986
O 1.838 1.363 1.862
C 3.226 1.159 2.034
C 3.654 0.025 2.909
O 3.651 0.422 4.292
C 3.745 -0.595 5.255
H -3.082 1.271 2.613
H -2.706 -0.053 1.573
H -2.283 1.660 0.928
H -0.766 2.509 3.628
H -0.607 2.716 1.949
H 1.408 1.084 3.773
H 1.373 2.761 3.277
H 3.577 2.102 2.478
H 3.582 1.023 1.018
H 4.677 -0.306 2.688
H 3.019 -0.880 2.783
H 3.730 -0.152 6.256
H 4.663 -1.177 5.189
H 2.895 -1.297 5.130

Löwdin atomic charge list, values in e, 4 entries: 0.988 1.447 -0.796 -0.369

Entry from the Open Molecules 2025 dataset: a molecular structure, C38H42N4O2OsPSe2 (the ωB97M-V functional and the def2-TZVPD basis).

## Properties
HOMO-LUMO gap (spin up / spin down)	0.2383 / 0.2343	Eh
energy above the lowest of the compared OMol25 structures with the same formula, charge and spin	177.01	kJ/mol
charge	+1
2S+1	5

Element x y z (Å)
Os 0.471 0.748 -0.415
N 2.410 -0.558 1.805
P 0.757 -0.125 1.775
C 0.617 0.758 3.365
C 0.674 2.149 3.399
C 0.671 2.823 4.612
C 0.624 2.113 5.802
C 0.584 0.725 5.779
C 0.581 0.049 4.569
C -0.088 -1.700 2.074
C 0.616 -2.987 1.710
C -0.396 -4.173 1.517
C -1.706 -4.078 2.220
C -2.154 -2.906 2.664
C -1.353 -1.691 2.509
C 3.208 -0.510 0.682
C 4.578 -0.777 0.780
C 5.333 -0.791 -0.369
C 4.716 -0.546 -1.593
C 3.370 -0.273 -1.600
N 2.614 -0.235 -0.487
H 2.879 -0.684 2.689
H 0.739 2.704 2.473
H 0.716 3.905 4.626
H 0.625 2.638 6.749
H 0.555 0.168 6.706
H 0.537 -1.032 4.563
H 1.457 -3.163 2.388
H 0.101 -5.124 1.706
H -2.294 -4.980 2.342
H -3.119 -2.825 3.148
H -1.822 -0.749 2.778
H 5.018 -0.980 1.747
H 6.394 -0.998 -0.316
H 5.269 -0.560 -2.521
H 2.846 -0.080 -2.526
O 0.067 -1.834 -2.682
C -0.880 -1.714 -3.726
C -1.744 -0.460 -3.570
C -2.761 -0.555 -4.726
O -3.595 0.597 -4.721
C -0.982 0.849 -3.781
Se 0.615 1.271 -2.737
C -2.573 -0.428 -2.284
Se -1.749 -0.394 -0.500
H 0.609 -2.615 -2.839
H -1.546 -2.587 -3.739
H -0.378 -1.666 -4.701
H -3.363 -1.461 -4.597
H -2.220 -0.633 -5.675
H -4.120 0.602 -5.526
H -1.672 1.680 -3.638
H -0.635 0.905 -4.814
H -3.204 -1.319 -2.249
H -3.244 0.428 -2.355
C -2.383 2.824 1.566
N -2.667 3.567 0.306
C -3.937 3.092 -0.309
C -1.537 3.473 -0.708
C -0.189 3.813 -0.142
C 0.092 5.152 0.130
C 1.337 5.537 0.596
C 2.317 4.566 0.760
C 2.036 3.236 0.485
C 0.775 2.809 0.042
H -3.256 2.897 2.211
H -1.516 3.266 2.043
H -2.183 1.788 1.296
H -2.767 4.552 0.548
H -3.833 2.020 -0.475
H -4.091 3.606 -1.254
H -4.762 3.290 0.370
H -1.825 4.151 -1.512
H -1.561 2.445 -1.069
H -0.662 5.913 -0.058
H 1.551 6.578 0.798
H 3.307 4.848 1.098
H 2.828 2.506 0.628
N 0.818 -6.552 -3.932
C 0.811 -5.857 -3.017
C 0.804 -4.957 -1.890
C 1.985 -4.199 -1.637
C 2.064 -3.392 -0.475
C 0.940 -3.196 0.247
C -0.366 -3.860 -0.036
C -0.319 -4.871 -1.116
H 2.848 -4.348 -2.270
H 3.027 -3.012 -0.152
H -1.157 -3.122 -0.227
H -1.182 -5.484 -1.339

Löwdin atomic charge list, values in e, 4 entries: 0.698 -0.076 0.868 -0.320

no.,total energy (eV)
1,-9740.36341
2,-11606.86898
3,-157307.49750
4,-10808.22366
5,-124730.00784
6,-192583.06776